{"formula": "C102H99N15O42", "method": "ωB97M-V with the def2-TZVPD basis set", "gap_ha": 0.3073, "e_homo_ha": -0.35086, "total_charge": 0, "species": ["C", "O", "C", "O", "O", "C", "H", "H", "H", "H", "H", "H", "C", "O", "C", "O", "O", "C", "H", "H", "H", "H", "H", "H", "C", "O", "C", "O", "O", "C", "H", "H", "H", "H", "H", "H", "C", "O", "C", "O", "O", "C", "H", "H", "H", "H", "H", "H", "C", "C", "C", "C", "C", "C", "N", "O", "O", "H", "H", "H", "H", "H", "C", "C", "C", "C", "C", "C", "N", "O", "O", "H", "H", "H", "H", "H", "C", "C", "C", "C", "C", "C", "N", "O", "O", "H", "H", "H", "H", "H", "C", "C", "C", "C", "C", "C", "N", "O", "O", "H", "H", "H", "H", "H", "C", "C", "C", "C", "C", "C", "N", "O", "O", "H", "H", "H", "H", "H", "C", "C", "C", "C", "C", "C", "N", "O", "O", "H", "H", "H", "H", "H", "C", "C", "C", "C", "C", "C", "N", "O", "O", "H", "H", "H", "H", "H", "C", "C", "C", "C", "C", "C", "N", "O", "O", "H", "H", "H", "H", "H", "C", "C", "C", "C", "C", "C", "N", "O", "O", "H", "H", "H", "H", "H", "C", "C", "C", "C", "C", "C", "N", "O", "O", "H", "H", "H", "H", "H", "C", "C", "C", "C", "C", "C", "N", "O", "O", "H", "H", "H", "H", "H", "C", "C", "C", "C", "C", "C", "N", "O", "O", "H", "H", "H", "H", "H", "C", "C", "C", "C", "C", "C", "N", "O", "O", "H", "H", "H", "H", "H", "C", "C", "C", "C", "C", "C", "N", "O", "O", "H", "H", "H", "H", "H", "C", "C", "C", "C", "C", "C", "N", "O", "O", "H", "H", "H", "H", "H"], "xyz": [[-1.55, 6.69, -3.06], [-0.60, 5.90, -2.42], [0.73, 6.06, -2.61], [1.23, 6.91, -3.36], [1.34, 5.18, -1.84], [2.74, 5.08, -1.85], [-2.42, 6.13, -3.39], [-1.18, 7.23, -3.93], [-1.92, 7.28, -2.23], [2.87, 4.49, -2.76], [3.16, 4.52, -1.02], [3.39, 5.95, -1.96], [1.97, -3.97, -1.40], [3.37, -3.92, -1.14], [4.15, -3.11, -1.83], [3.78, -2.35, -2.74], [5.33, -3.14, -1.23], [6.32, -2.25, -1.74], [1.71, -4.36, -2.38], [1.59, -2.95, -1.34], [1.43, -4.47, -0.61], [6.00, -1.50, -2.47], [7.14, -2.85, -2.14], [6.75, -1.54, -1.04], [2.33, 0.78, 0.01], [1.48, -0.11, -0.73], [0.27, -0.27, -0.15], [-0.31, 0.53, 0.61], [-0.25, -1.38, -0.70], [-1.41, -2.00, -0.08], [2.79, 0.27, 0.86], [1.75, 1.66, 0.26], [3.18, 1.15, -0.57], [-2.24, -2.25, -0.74], [-1.88, -1.44, 0.73], [-1.17, -2.92, 0.46], [0.87, 2.25, 3.04], [1.12, 3.08, 4.21], [0.28, 4.06, 4.63], [-0.76, 4.34, 4.05], [0.75, 4.54, 5.80], [-0.04, 5.54, 6.55], [1.55, 2.50, 2.22], [-0.18, 2.23, 2.74], [1.21, 1.26, 3.35], [0.74, 6.14, 7.03], [-0.63, 5.04, 7.31], [-0.68, 6.26, 6.04], [-7.54, 0.05, -0.70], [-6.34, -0.57, -0.24], [-6.32, -1.99, -0.20], [-7.56, -2.69, -0.37], [-8.70, -2.04, -0.92], [-8.59, -0.65, -1.14], [-7.64, -4.18, -0.02], [-6.80, -4.63, 0.73], [-8.60, -4.89, -0.34], [-7.52, 1.12, -0.85], [-5.49, -0.02, 0.12], [-5.49, -2.60, 0.13], [-9.55, -2.67, -1.12], [-9.44, -0.14, -1.57], [-2.85, 0.41, 2.60], [-2.23, -0.60, 3.31], [-2.77, -1.03, 4.52], [-4.09, -0.67, 4.85], [-4.75, 0.31, 4.10], [-4.08, 0.90, 3.03], [-4.73, -1.25, 5.99], [-5.92, -1.27, 6.11], [-4.03, -1.73, 6.86], [-2.34, 0.97, 1.82], [-1.36, -1.12, 2.93], [-2.20, -1.73, 5.11], [-5.75, 0.69, 4.26], [-4.61, 1.67, 2.48], [0.58, 8.09, 0.17], [0.62, 9.43, 0.62], [0.03, 9.68, 1.86], [-0.42, 8.65, 2.68], [-0.40, 7.31, 2.15], [0.09, 6.99, 0.90], [-0.95, 8.99, 4.00], [-1.00, 10.19, 4.23], [-1.03, 8.01, 4.84], [1.04, 8.01, -0.81], [1.02, 10.20, -0.01], [0.12, 10.70, 2.23], [-0.80, 6.58, 2.83], [0.21, 6.01, 0.45], [-0.61, -2.09, -4.16], [0.68, -2.59, -4.48], [0.76, -3.86, -5.05], [-0.38, -4.70, -5.12], [-1.64, -4.22, -4.73], [-1.73, -2.89, -4.25], [-0.28, -6.04, -5.77], [0.84, -6.52, -6.05], [-1.35, -6.63, -6.03], [-0.69, -1.13, -3.68], [1.64, -2.15, -4.27], [1.75, -4.19, -5.34], [-2.47, -4.89, -4.89], [-2.70, -2.49, -3.99], [-4.44, -8.30, -2.95], [-4.54, -7.28, -1.99], [-3.38, -6.58, -1.69], [-2.16, -6.88, -2.26], [-2.09, -7.95, -3.20], [-3.24, -8.61, -3.58], [-0.92, -6.07, -1.98], [0.12, -6.34, -2.56], [-1.00, -5.02, -1.27], [-5.35, -8.75, -3.31], [-5.49, -7.00, -1.54], [-3.38, -5.87, -0.87], [-1.12, -8.17, -3.63], [-3.30, -9.43, -4.29], [7.32, -0.07, -7.16], [7.27, 1.29, -7.02], [6.54, 1.84, -5.92], [5.96, 0.94, -4.94], [5.93, -0.43, -5.13], [6.71, -0.88, -6.23], [5.29, 1.51, -3.75], [4.69, 0.79, -2.97], [5.33, 2.77, -3.68], [7.93, -0.54, -7.93], [7.73, 2.03, -7.66], [6.47, 2.91, -5.82], [5.45, -1.12, -4.46], [7.07, -1.90, -6.22], [1.50, 1.27, -3.69], [1.55, 0.75, -4.94], [0.51, 0.94, -5.85], [-0.67, 1.66, -5.48], [-0.68, 2.24, -4.19], [0.39, 2.02, -3.33], [-1.80, 1.77, -6.40], [-2.85, 2.35, -6.01], [-1.73, 1.13, -7.46], [2.30, 0.97, -3.02], [2.49, 0.28, -5.19], [0.67, 0.56, -6.85], [-1.50, 2.86, -3.87], [0.36, 2.51, -2.37], [8.17, -2.21, 2.26], [6.77, -2.37, 1.93], [5.84, -1.42, 2.31], [6.30, -0.30, 3.02], [7.65, -0.08, 3.29], [8.58, -1.05, 2.90], [5.32, 0.76, 3.38], [4.24, 0.74, 2.82], [5.62, 1.62, 4.20], [8.93, -2.98, 2.22], [6.45, -3.29, 1.46], [4.79, -1.60, 2.14], [7.94, 0.81, 3.82], [9.61, -0.99, 3.21], [-2.77, 4.58, 0.24], [-4.18, 4.43, -0.07], [-4.58, 3.28, -0.75], [-3.64, 2.38, -1.27], [-2.34, 2.53, -0.97], [-1.85, 3.63, -0.18], [-4.04, 1.23, -2.14], [-3.44, 0.22, -2.13], [-4.96, 1.44, -2.92], [-2.45, 5.35, 0.92], [-5.00, 5.08, 0.20], [-5.61, 3.08, -0.99], [-1.69, 1.73, -1.31], [-0.82, 3.66, 0.15], [7.14, 1.86, 0.17], [8.38, 2.43, 0.42], [8.47, 3.57, 1.25], [7.41, 4.09, 1.91], [6.15, 3.52, 1.63], [6.07, 2.45, 0.82], [7.45, 5.23, 2.85], [8.51, 5.47, 3.42], [6.43, 5.85, 3.07], [7.07, 0.97, -0.43], [9.29, 2.08, -0.06], [9.45, 3.99, 1.41], [5.26, 3.73, 2.21], [5.11, 1.98, 0.72], [-6.04, -0.11, -5.44], [-6.76, -0.70, -4.43], [-6.46, -2.02, -4.09], [-5.47, -2.77, -4.80], [-4.84, -2.14, -5.88], [-5.10, -0.80, -6.20], [-5.23, -4.20, -4.43], [-5.64, -4.62, -3.34], [-4.85, -4.91, -5.31], [-6.18, 0.94, -5.65], [-7.55, -0.11, -3.98], [-7.04, -2.40, -3.26], [-4.20, -2.83, -6.43], [-4.58, -0.35, -7.03], [-3.27, -8.78, 1.10], [-1.89, -9.08, 0.99], [-1.00, -8.05, 1.39], [-1.36, -6.80, 1.82], [-2.72, -6.59, 2.03], [-3.66, -7.56, 1.67], [-0.31, -5.71, 1.92], [-0.63, -4.61, 2.33], [0.86, -6.08, 1.69], [-4.02, -9.47, 0.75], [-1.53, -10.02, 0.60], [0.05, -8.27, 1.23], [-3.06, -5.66, 2.46], [-4.69, -7.27, 1.81], [-5.28, -5.39, 6.74], [-4.04, -5.18, 6.14], [-3.93, -4.52, 4.93], [-5.08, -4.07, 4.34], [-6.31, -4.23, 4.95], [-6.43, -4.90, 6.16], [-4.93, -3.22, 3.10], [-4.00, -3.46, 2.31], [-5.82, -2.43, 2.86], [-5.27, -5.83, 7.72], [-3.18, -5.40, 6.75], [-3.03, -4.28, 4.39], [-7.27, -3.93, 4.56], [-7.39, -5.04, 6.64], [2.40, 9.56, 4.26], [2.27, 8.22, 4.76], [2.56, 7.25, 3.82], [3.21, 7.42, 2.61], [3.46, 8.77, 2.23], [3.11, 9.82, 3.09], [3.50, 6.27, 1.71], [3.08, 5.08, 2.01], [4.08, 6.60, 0.67], [2.10, 10.39, 4.89], [1.69, 7.97, 5.64], [2.37, 6.23, 4.10], [3.96, 8.96, 1.30], [3.28, 10.82, 2.73], [3.12, -3.80, 2.45], [3.77, -3.77, 3.70], [3.26, -2.96, 4.72], [2.22, -2.05, 4.37], [1.73, -2.07, 3.07], [2.24, -2.87, 2.03], [1.67, -1.17, 5.34], [0.80, -0.41, 5.02], [2.19, -1.10, 6.48], [3.50, -4.45, 1.67], [4.49, -4.56, 3.87], [3.67, -2.99, 5.72], [0.90, -1.43, 2.80], [1.78, -2.90, 1.06]], "mulliken_charge": [-0.995, 0.148, 0.271, -0.661, 0.468, -0.797, 0.219, 0.379, 0.320, 0.323, 0.147, 0.305, -0.083, -0.373, 0.959, -0.494, -0.368, -0.180, 0.388, -0.179, -0.013, -0.138, 0.337, -0.020, 0.093, 0.503, -0.361, -0.331, 0.379, 0.090, 0.184, -0.149, -0.312, 0.557, -0.722, -0.236, 0.848, -0.444, 0.838, -0.657, -0.332, -0.671, -0.206, 0.191, -0.468, 0.332, 0.336, 0.272, -0.690, -0.120, -0.273, -0.165, -0.576, -0.416, 0.995, -0.470, -0.653, 0.285, 0.780, 0.320, 0.534, 0.425, -0.322, 0.508, -0.063, -0.596, -0.606, -1.043, 1.301, -0.646, -0.676, 0.249, 0.189, 0.694, 0.451, 0.585, -0.522, -1.467, 0.120, -0.503, -0.541, 0.617, 0.937, -0.586, -0.588, 0.346, 0.487, 0.520, 0.501, 0.544, 0.196, -0.320, -1.017, -0.643, -0.028, -0.850, 1.167, -0.642, -0.603, 0.566, 0.462, 0.448, 0.548, 0.757, -0.531, -0.717, 0.289, -0.130, -0.513, -0.933, 1.104, -0.666, -0.042, 0.408, 0.483, 0.400, 0.557, 0.451, -0.448, -0.435, -0.739, 0.107, 0.279, -0.891, 1.197, -0.166, -0.659, 0.403, 0.398, 0.462, 0.407, 0.328, -0.108, -0.516, -0.654, -0.504, -0.571, 0.090, 1.021, -0.588, -0.609, 0.028, 0.410, 0.455, 0.754, 0.703, -0.855, -0.431, 0.246, -0.504, -0.443, -0.621, 1.015, -0.194, -0.653, 0.435, 0.580, 0.440, 0.584, 0.439, -0.504, -1.524, -0.708, -0.201, 1.043, -0.123, 1.356, -0.226, -0.486, 0.377, 0.486, 0.436, -0.181, 0.290, -0.732, -0.710, -0.623, -0.240, -0.259, -0.351, 1.083, -0.610, -0.555, 0.570, 0.462, 0.442, 0.630, 0.800, -0.248, -0.442, -0.072, -0.309, -0.104, -0.999, 1.254, -0.610, -0.622, 0.375, 0.420, 0.382, 0.541, 0.439, -0.429, -0.779, -0.191, -0.593, 0.228, -0.506, 1.145, -0.416, -0.620, 0.435, 0.445, 0.412, 0.292, 0.530, -0.590, -1.216, 0.111, -0.114, -0.278, -0.481, 0.510, 0.264, -0.445, 0.370, 0.409, 0.747, 0.396, 0.443, -0.021, -0.828, 0.218, -0.574, -0.157, -1.009, 1.134, -0.165, -0.634, 0.451, 0.335, 0.347, 0.518, 0.419, -0.604, -0.781, -0.689, -0.556, 1.526, 0.449, 1.159, -0.523, -0.679, 0.456, 0.488, 0.554, -0.170, -0.655]}